{"formula": "C17H56AsF6O11", "method": "the ωB97M-V functional and the def2-TZVPD basis", "mol_weight_da": 625.53, "total_charge": -1, "max_force_ev_per_a": 2.21, "multiplicity": 1, "gap_ev": 10.47, "elements": ["As", "F", "F", "F", "F", "F", "F", "C", "C", "C", "O", "H", "H", "H", "H", "H", "H", "H", "H", "C", "C", "C", "O", "H", "H", "H", "H", "H", "H", "H", "H", "C", "C", "C", "O", "H", "H", "H", "H", "H", "H", "H", "H", "C", "O", "H", "H", "H", "H", "C", "O", "H", "H", "H", "H", "C", "O", "H", "H", "H", "H", "C", "O", "H", "H", "H", "H", "C", "O", "H", "H", "H", "H", "C", "O", "H", "H", "H", "H", "C", "O", "H", "H", "H", "H", "C", "O", "H", "H", "H", "H"], "positions_angstrom": [[-0.809, 0.539, 0.187], [-0.762, 1.644, -1.220], [-2.096, 1.658, 0.850], [-0.888, -0.596, 1.581], [0.579, -0.407, -0.454], [0.452, 1.535, 1.098], [-1.935, -0.496, -0.725], [-5.867, -5.625, 6.198], [-4.771, -4.589, 6.001], [-3.728, -4.300, 7.092], [-4.010, -4.906, 4.839], [-6.743, -5.533, 5.556], [-6.220, -5.668, 7.228], [-5.494, -6.627, 5.983], [-5.223, -3.645, 5.697], [-4.128, -4.038, 8.071], [-3.091, -3.465, 6.800], [-3.039, -5.119, 7.296], [-3.684, -4.065, 4.509], [4.524, -0.650, -5.597], [5.256, -1.869, -5.066], [6.595, -2.088, -5.766], [5.456, -1.593, -3.690], [4.360, -0.597, -6.673], [4.972, 0.268, -5.215], [3.480, -0.589, -5.292], [4.665, -2.779, -5.164], [7.209, -1.194, -5.656], [6.517, -2.095, -6.853], [7.223, -2.836, -5.282], [4.586, -1.543, -3.287], [4.651, -2.727, 3.728], [5.085, -2.515, 5.158], [4.124, -1.749, 6.102], [5.369, -3.711, 5.824], [3.821, -3.429, 3.812], [5.386, -3.155, 3.046], [4.313, -1.776, 3.317], [6.023, -1.960, 5.129], [3.311, -2.382, 6.456], [3.699, -0.876, 5.607], [4.583, -1.385, 7.022], [5.994, -3.465, 6.510], [7.311, 3.353, 1.553], [8.660, 3.418, 1.080], [7.085, 2.403, 2.036], [7.135, 4.103, 2.324], [6.569, 3.544, 0.777], [8.883, 2.548, 0.742], [-8.385, 3.426, 1.119], [-7.557, 3.651, 2.295], [-8.511, 4.348, 0.552], [-7.816, 2.810, 0.424], [-9.335, 2.930, 1.318], [-6.654, 3.436, 2.050], [0.581, -7.155, -1.012], [0.789, -8.429, -0.466], [0.144, -7.212, -2.009], [0.067, -6.476, -0.331], [1.552, -6.687, -1.177], [-0.048, -8.526, -0.006], [1.547, 6.792, -4.906], [2.064, 6.278, -3.654], [2.140, 6.230, -5.628], [0.477, 6.637, -5.042], [1.877, 7.831, -4.934], [1.708, 5.397, -3.518], [0.482, 7.192, 4.183], [1.478, 6.145, 4.434], [0.880, 8.069, 3.674], [-0.347, 6.764, 3.620], [0.132, 7.489, 5.172], [1.330, 5.437, 3.803], [-6.400, 0.914, -6.044], [-5.684, 1.722, -5.067], [-6.869, 0.101, -5.490], [-7.095, 1.508, -6.638], [-5.714, 0.495, -6.781], [-5.034, 1.229, -4.562], [-1.965, -3.422, -6.456], [-3.062, -4.257, -6.328], [-1.698, -3.244, -7.498], [-2.224, -2.498, -5.939], [-1.048, -3.855, -6.057], [-2.862, -5.071, -6.797], [-3.934, 7.029, -1.307], [-4.703, 6.805, -2.471], [-3.826, 8.103, -1.154], [-4.461, 6.561, -0.475], [-2.935, 6.614, -1.443], [-4.469, 5.910, -2.726]], "lowdin_charge": [0.914, -0.315, -0.329, -0.310, -0.318, -0.341, -0.301, -0.052, -0.482, -0.059, -0.067, 0.074, 0.072, 0.077, 0.127, 0.069, 0.075, 0.077, 0.088, -0.073, -0.500, -0.061, -0.053, 0.073, 0.087, 0.075, 0.130, 0.074, 0.078, 0.077, 0.092, -0.046, -0.523, -0.054, -0.056, 0.086, 0.079, 0.085, 0.124, 0.078, 0.074, 0.068, 0.087, -0.162, -0.126, 0.074, 0.073, 0.075, 0.067, -0.144, -0.134, 0.068, 0.072, 0.072, 0.067, -0.188, -0.115, 0.074, 0.085, 0.075, 0.069, -0.143, -0.144, 0.069, 0.075, 0.074, 0.069, -0.134, -0.141, 0.066, 0.075, 0.068, 0.065, -0.140, -0.141, 0.072, 0.073, 0.065, 0.070, -0.196, -0.111, 0.071, 0.087, 0.074, 0.075, -0.170, -0.131, 0.075, 0.075, 0.079, 0.072]}


{"formula": "C3H2ClFS", "method": "the ωB97M-V functional and the def2-TZVPD basis", "mol_weight_da": 124.57, "e_above_lowest_ev": 0.541, "max_force_ev_per_a": 3.15, "multiplicity": 1, "gap_ev": 8.00, "elements": ["C", "C", "C", "H", "H", "F", "S", "Cl"], "positions_angstrom": [[-0.973, -0.646, 0.130], [-0.225, 0.496, 0.138], [1.235, 0.382, -0.028], [-0.468, -1.558, 0.071], [1.795, 1.384, -0.058], [-0.766, 1.805, -0.098], [2.061, -0.987, -0.074], [-2.659, -0.876, -0.080]], "lowdin_charge": [-0.519, -0.339, -0.625, 0.009, 0.091, -0.019, 0.732, 0.669]}


Number 1: lowest unoccupied orbital energy 2.0 eV. Number 2: lowest unoccupied orbital energy -1.3 eV.